[1]
Entry from the Open Molecules 2025 dataset: a molecular structure, C52H61N2O2P3STi (ωB97M-V with the def2-TZVPD basis set).

CARTESIAN COORDINATES (ANGSTROEM)
H 4.116 4.225 -4.382
C -4.420 -2.201 -3.572
H -3.853 -2.420 -4.473
H -1.545 -4.880 -2.802
C 3.877 1.956 3.724
H 6.806 0.918 0.233
H 4.357 -3.002 -3.108
C -2.920 2.725 2.335
H -4.298 0.577 -3.652
O -2.850 1.665 -0.598
H 1.346 0.822 -3.927
H 3.520 -2.557 -5.393
C 4.174 1.454 2.317
H 4.462 3.646 4.968
C 4.652 3.262 3.967
H -1.827 -0.369 4.612
C -1.177 -1.073 4.106
O 1.842 1.154 1.774
C 5.484 1.333 1.868
C 3.208 2.813 -3.056
C 0.023 -3.157 4.111
H -2.914 -0.182 -4.416
H 4.116 1.247 5.767
H -3.816 -4.806 -0.010
H 1.235 -3.547 2.384
H 0.419 -3.806 -1.881
C -5.247 2.271 2.745
Ti -0.679 0.916 -0.609
C 3.164 1.142 1.414
H 5.726 3.100 3.885
H 3.752 -1.515 -1.257
H -2.126 3.434 2.124
C -4.685 -0.799 -1.539
C -1.368 -3.891 -0.062
C 2.501 3.679 -0.932
H -2.694 0.714 -2.923
H -1.448 2.516 4.470
H -6.263 2.624 2.868
P 2.072 0.971 -1.165
H 1.025 -3.116 -3.374
H 2.853 5.760 -0.592
H -0.910 -4.468 -4.382
H 6.298 1.536 2.552
H 5.376 0.689 4.660
H -5.354 -1.729 -3.889
H -3.016 2.324 -1.287
H -2.585 -4.102 -3.999
C 2.021 -0.007 -3.747
C 0.093 1.838 3.137
H 1.983 -0.654 -5.786
C 4.747 0.788 -0.341
H -5.482 -0.219 -2.010
C -2.617 -3.098 -0.476
C 0.552 -2.859 2.865
C 4.309 0.897 4.752
C 3.657 4.078 -3.413
C 0.344 -2.947 -2.540
C -3.090 -2.299 0.750
H 2.054 3.534 0.044
C 2.614 2.605 -1.817
C -1.071 -2.760 -3.110
C 0.506 2.969 5.216
C 3.419 0.845 0.075
H -0.150 -2.235 -4.970
H -1.590 -4.405 0.876
C 3.367 -1.312 -2.248
H -4.151 -2.065 0.704
C -4.223 3.175 2.491
C 1.471 1.762 2.944
C -4.962 0.918 2.845
P -0.931 0.821 2.027
H 4.363 4.025 3.243
H -5.154 -1.654 -1.061
C 1.869 2.825 5.019
C -3.364 0.046 -3.455
H 2.549 3.189 5.778
H -4.435 4.234 2.418
C 2.547 -0.209 -2.470
N -1.274 -0.702 -1.181
H 3.341 1.998 -3.753
C -0.550 3.146 -1.419
H -4.681 -3.140 -3.089
C 2.951 4.938 -1.289
C 3.526 5.142 -2.537
C -1.579 -4.128 -3.587
C -0.844 -2.263 4.730
H -0.506 -3.248 0.105
H -2.534 -1.368 0.850
H -2.915 -2.890 1.652
H 3.764 -0.036 4.601
C -2.625 1.360 2.434
H -1.249 -2.489 5.708
H 4.977 0.621 -1.384
N -0.439 3.109 -0.246
H 0.136 3.454 6.109
H -3.456 -0.597 2.771
C 0.201 -1.676 2.229
C -0.943 -1.838 -4.334
S -0.768 2.755 -2.981
C 2.377 -0.841 -4.795
P -2.138 -1.893 -1.838
H -0.666 -0.822 -4.051
H -4.672 -3.661 -1.023
C 5.777 0.986 0.560
C -3.696 -1.215 -2.642
C -3.659 0.463 2.690
H -1.105 -4.651 -0.794
H 0.290 -4.082 4.606
H -4.219 -0.172 -0.782
C -0.668 -0.781 2.841
H 3.876 6.126 -2.819
C 2.386 2.209 3.881
C 3.709 -2.156 -3.294
H 0.682 -2.062 -2.005
H -5.755 0.210 3.046
C -0.384 2.452 4.286
C 3.234 -1.911 -4.574
H 0.606 -1.444 1.249
H -3.169 2.064 0.227
H -1.852 -1.809 -4.928
H -3.442 -4.716 -1.724
C -3.701 -4.119 -0.852

Output
ΔE to the lowest compared entry with this formula, charge and spin	24.9	kJ/mol
strongest force on any atom	1.0	eV Å⁻¹
gap between HOMO and LUMO (spin up / spin down)	8.612 / 8.801	eV
net charge	+1
multiplicity	2

[2]
Entry from the Open Molecules 2025 dataset: a gas-phase ion, C3H4N2S (charge +2) in a non-equilibrium geometry (ωB97M-V with the def2-TZVPD basis set).

CARTESIAN COORDINATES (ANGSTROEM)
H 1.362 -1.424 0.485
N 1.365 1.629 1.063
H -0.200 1.087 -1.099
N 1.765 -0.608 0.954
C 0.963 0.401 0.617
S 3.263 -0.419 1.648
H -1.186 0.916 0.277
C 2.102 2.485 1.303
C -0.257 0.450 -0.224
H -0.624 -0.441 -0.490

Output
ΔE to the lowest compared entry with this formula, charge and spin	109.4	kJ/mol
strongest force on any atom	6.0	eV Å⁻¹
gap between HOMO and LUMO (spin up / spin down)	6.122 / 6.186	eV
net charge	+2

[3]
Entry from the Open Molecules 2025 dataset: 11 unconnected molecules or ions with the total composition C29H74N9O15 in a non-equilibrium geometry (ωB97M-V with the def2-TZVPD basis set).

CARTESIAN COORDINATES (ANGSTROEM)
H -17.608 -1.219 -15.058
O -15.932 0.231 -12.972
C -27.276 1.247 -8.126
C -18.081 1.988 -12.364
N -20.554 -0.994 -11.368
O -19.271 0.352 -9.366
H -21.018 4.910 -6.248
C -16.755 -0.547 -14.959
H -17.693 1.452 -1.049
H -12.972 -2.046 -8.900
H -22.936 -1.934 -4.275
H -18.012 -1.503 -10.485
C -23.482 -2.714 -4.806
C -22.736 -2.716 -6.150
H -16.646 7.178 -5.145
H -16.820 -0.116 -7.659
C -16.561 6.992 -6.215
O -24.675 -0.466 -9.637
H -16.775 0.054 -15.868
C -18.232 -2.269 -11.229
H -15.572 6.533 -6.218
H -18.537 1.104 -11.919
H -16.747 1.166 -8.827
N -14.677 -1.430 -7.901
N -17.540 5.259 -7.871
O -18.837 6.423 -6.138
H -21.695 -1.633 -9.742
C -23.978 8.233 -7.468
H -24.377 6.255 -7.873
H -21.053 -3.643 -5.477
H -21.794 5.452 -12.482
C -17.264 1.099 -4.708
H -22.390 5.040 -5.248
H -23.448 4.777 -15.681
N -23.858 6.741 -7.155
O -21.085 1.478 -9.195
C -21.889 -1.520 -10.808
H -19.373 2.305 -0.762
H -26.831 2.237 -8.030
N -18.741 2.140 -2.828
O -18.392 -0.167 -3.029
H -23.213 8.803 -6.941
H -17.898 0.971 -5.586
H -23.528 1.943 -9.170
H -21.912 4.519 -14.978
O -19.932 -2.849 -12.861
H -12.928 -2.384 -7.099
H -18.304 -3.183 -10.640
H -24.930 8.724 -7.269
C -24.913 0.322 -8.736
H -17.158 2.311 -11.883
N -26.201 0.157 -7.838
H -28.119 1.143 -7.443
H -22.711 -0.809 -10.897
H -20.555 1.916 -7.607
H -22.585 2.814 -11.136
H -20.608 -1.012 -6.892
H -20.683 -1.105 -5.041
O -14.768 -0.268 -9.920
C -22.359 6.184 -7.229
H -15.178 -1.321 -7.031
H -20.829 -0.560 -12.237
H -23.629 -3.682 -4.325
O -22.454 1.895 -5.342
H -16.654 4.850 -7.611
H -25.891 0.435 -6.918
C -20.032 1.061 -8.699
H -21.222 3.870 -10.910
H -15.216 -2.174 -8.320
C -17.737 6.214 -6.644
H -24.400 -2.174 -5.038
C -16.712 0.409 -13.858
C -18.087 0.910 -3.489
H -17.383 -2.406 -11.899
H -20.187 -0.362 -10.671
H -16.293 7.847 -6.837
H -15.661 1.199 -7.370
C -22.859 5.028 -14.799
H -19.392 -1.835 -5.743
H -17.793 5.674 -8.757
C -19.576 -2.096 -11.913
H -22.938 0.934 -7.867
H -23.809 8.251 -8.545
H -23.058 5.253 -11.432
H -21.614 3.149 -12.621
O -19.804 1.339 -7.451
C -18.331 3.936 -7.732
H -23.257 1.370 -5.314
N -21.183 -2.932 -6.182
H -18.206 3.548 -6.721
C -21.942 3.526 -11.652
H -24.346 6.757 -6.271
H -22.471 3.964 -6.606
H -27.484 0.812 -9.103
N -17.810 1.471 -13.771
H -16.689 2.023 -4.654
H -18.848 2.747 -12.517
H -19.375 4.202 -7.897
H -17.995 3.188 -1.220
O -21.301 2.578 -3.593
C -15.112 -0.286 -8.777
H -22.210 -2.422 -11.329
C -18.441 2.199 -1.317
H -26.475 -0.814 -7.792
C -16.136 0.586 -8.135
H -18.048 3.208 -8.493
N -22.546 4.840 -12.199
H -22.617 6.088 -14.872
O -24.581 4.160 -13.293
H -18.346 2.958 -3.270
C -23.436 4.632 -13.420
O -22.353 0.720 -3.554
O -23.289 -2.506 -7.195
H -18.626 1.087 -14.226
C -22.107 4.944 -6.296
H -19.735 2.206 -2.990
C -22.013 1.733 -4.097
C -20.426 -1.588 -5.984
H -17.568 2.297 -14.299
H -24.120 2.081 -7.480
H -12.656 -0.762 -7.644
H -15.830 -1.123 -14.985
H -20.985 -3.518 -6.981
O -21.539 6.675 -7.943
C -13.183 -1.683 -7.894
H -16.486 0.345 -4.831
C -23.836 1.396 -8.279

Output
strongest force on any atom	6.4	eV Å⁻¹
gap between HOMO and LUMO (spin up / spin down)	2.697 / 7.183	eV
net charge	+6
multiplicity	2

What did the second record say?
Entry from the Open Molecules 2025 dataset: a gas-phase ion, C3H4N2S (charge +2) in a non-equilibrium geometry (ωB97M-V with the def2-TZVPD basis set).

CARTESIAN COORDINATES (ANGSTROEM)
H 1.362 -1.424 0.485
N 1.365 1.629 1.063
H -0.200 1.087 -1.099
N 1.765 -0.608 0.954
C 0.963 0.401 0.617
S 3.263 -0.419 1.648
H -1.186 0.916 0.277
C 2.102 2.485 1.303
C -0.257 0.450 -0.224
H -0.624 -0.441 -0.490

Output
ΔE to the lowest compared entry with this formula, charge and spin	109.4	kJ/mol
strongest force on any atom	6.0	eV Å⁻¹
gap between HOMO and LUMO (spin up / spin down)	6.122 / 6.186	eV
net charge	+2

Q: What is the strongest force on any atom in the first record?
A: 1.0 eV Å⁻¹

Q: strongest force on any atom of number 2 (C3H4N2S)?
A: 6.0 eV Å⁻¹

Q: Among the records above, which one has the highest strongest force on any atom?
A: C29H74N9O15